(1)
A structure of composition C46H113Br8Cl2N8O10V at a distorted geometry, computed with ωB97M-V with the def2-TZVPD basis set.

Last column: Löwdin charge in e.
Positions of all 188 atoms, in Å:
O 31.75 20.52 -0.81  -0.360
V 31.29 19.67 0.45  0.830
O 32.54 19.17 1.30  -0.353
C 28.00 16.17 0.64  -0.016
C 27.98 16.74 2.08  -0.485
C 27.45 15.67 3.02  -0.177
C 28.37 14.55 3.35  -0.171
C 29.66 15.19 3.99  -0.102
C 30.33 16.35 3.20  -0.392
N 29.28 17.25 2.57  -0.118
O 29.84 18.36 1.84  -0.325
C 31.25 15.71 2.12  -0.019
C 31.24 17.13 4.27  -0.004
C 26.91 17.84 2.09  -0.074
H 28.63 15.30 0.44  0.063
H 28.55 16.88 0.03  0.051
H 27.01 16.05 0.19  0.070
H 26.56 15.28 2.53  0.100
H 27.10 16.08 3.97  0.083
H 28.66 14.04 2.43  0.094
H 27.88 13.81 3.98  0.084
H 30.38 14.39 4.17  0.105
H 29.23 15.62 4.89  0.094
H 31.92 16.49 1.75  0.057
H 30.72 15.40 1.22  0.060
H 31.89 14.89 2.46  0.070
H 32.14 16.53 4.44  0.065
H 30.75 17.20 5.24  0.038
H 31.47 18.13 3.90  0.084
H 26.81 18.27 3.08  0.047
H 25.97 17.38 1.79  0.080
H 27.18 18.57 1.32  0.045
Br 31.41 11.06 1.33  0.633
C 31.92 11.14 3.22  -0.676
C 31.21 10.15 4.07  -0.596
Br 29.17 10.34 3.96  0.519
H 31.74 12.14 3.60  0.049
H 32.98 10.89 3.23  0.052
H 31.43 10.13 5.13  0.061
H 31.45 9.14 3.73  0.056
Br 25.97 11.36 2.70  0.579
C 26.59 10.64 0.94  -0.623
C 27.29 11.72 0.10  -0.664
Br 27.95 10.84 -1.54  0.593
H 25.68 10.38 0.39  0.050
H 27.21 9.80 1.27  0.038
H 28.12 12.18 0.64  0.028
H 26.67 12.58 -0.16  0.051
Br 24.85 15.84 6.07  0.587
C 24.26 13.93 6.43  -0.583
C 24.73 13.07 5.19  -0.705
Br 24.69 11.14 5.68  0.563
H 23.18 13.76 6.42  0.062
H 24.81 13.60 7.31  0.043
H 25.73 13.34 4.82  -0.002
H 24.05 13.25 4.36  0.031
Br 25.18 20.75 2.08  0.669
C 23.62 19.89 3.00  -0.612
C 24.06 19.24 4.25  -0.697
Br 24.45 20.47 5.77  0.644
H 23.21 19.14 2.33  0.033
H 22.87 20.66 3.19  0.061
H 24.95 18.65 4.04  0.017
H 23.30 18.54 4.59  0.035
C 31.12 15.58 -1.93  -0.026
C 31.97 16.79 -1.43  -0.346
C 32.85 17.62 -2.47  -0.104
O 33.83 16.68 -3.11  -0.179
C 34.69 17.33 -3.99  -0.144
N 31.00 17.72 -0.90  0.042
H 30.31 15.81 -2.63  0.084
H 30.62 15.18 -1.04  0.056
H 31.58 14.68 -2.34  0.079
H 32.70 16.45 -0.70  0.104
H 33.41 18.38 -1.93  0.093
H 32.17 18.22 -3.09  0.118
H 35.05 18.30 -3.63  0.077
H 34.25 17.49 -4.98  0.082
H 35.60 16.75 -4.13  0.087
H 30.23 17.61 -1.54  0.062
H 30.65 17.29 -0.05  0.034
C 34.36 16.76 8.09  -0.058
C 33.56 16.43 6.85  -0.413
C 33.72 14.97 6.50  -0.257
O 34.97 14.89 5.96  -0.176
C 35.18 13.84 5.01  -0.094
N 32.12 16.59 7.18  0.052
H 35.44 16.78 7.90  0.078
H 34.28 16.07 8.93  0.085
H 34.13 17.78 8.38  0.075
H 33.86 17.01 5.98  0.120
H 32.97 14.66 5.77  0.111
H 33.58 14.27 7.32  0.132
H 36.20 14.03 4.66  0.086
H 34.59 13.91 4.10  0.069
H 35.20 12.82 5.38  0.086
H 31.99 17.49 7.61  0.066
H 31.63 16.73 6.31  -0.009
C 32.71 22.63 1.76  -0.043
C 31.23 22.61 2.05  -0.385
C 30.34 23.45 1.11  -0.156
O 28.95 23.13 1.07  -0.254
C 28.15 23.83 2.04  -0.054
N 30.73 21.26 1.96  0.020
H 33.08 23.65 1.88  0.086
H 32.97 22.25 0.77  0.076
H 33.31 22.11 2.51  0.085
H 31.08 22.90 3.09  0.143
H 30.69 23.38 0.08  0.121
H 30.39 24.53 1.29  0.129
H 28.70 23.75 2.98  0.078
H 27.23 23.28 2.22  0.065
H 27.94 24.84 1.69  0.094
H 31.07 20.92 2.85  0.097
H 29.74 21.24 2.17  0.041
C 34.00 13.71 -0.20  -0.049
C 34.76 14.16 1.00  -0.463
C 35.92 13.25 1.44  -0.155
O 35.40 12.05 2.08  -0.211
C 36.35 11.22 2.81  -0.085
N 35.27 15.42 0.61  0.059
H 33.45 12.83 0.12  0.029
H 34.65 13.48 -1.05  0.098
H 33.24 14.43 -0.50  0.053
H 34.08 14.42 1.81  0.110
H 36.53 13.82 2.15  0.109
H 36.60 13.04 0.62  0.126
H 36.63 11.58 3.80  0.064
H 37.35 11.11 2.39  0.080
H 35.86 10.24 2.80  0.084
H 34.62 15.98 0.06  0.054
H 35.55 15.96 1.41  0.043
C 27.98 21.74 5.66  -0.050
C 28.75 20.55 5.00  -0.371
C 28.37 19.13 5.52  -0.206
O 28.93 18.98 6.79  -0.186
C 28.76 17.74 7.44  -0.103
N 28.42 20.57 3.59  0.052
H 28.09 21.76 6.74  0.078
H 26.91 21.66 5.45  -0.002
H 28.36 22.66 5.21  0.060
H 29.80 20.66 5.26  0.134
H 28.74 18.32 4.88  0.098
H 27.29 18.99 5.52  0.102
H 28.95 16.83 6.86  0.068
H 27.72 17.76 7.75  0.084
H 29.40 17.61 8.31  0.085
H 28.81 19.72 3.21  0.036
H 27.42 20.49 3.49  -0.009
C 35.91 19.05 -0.39  -0.061
C 36.69 19.50 0.86  -0.400
C 35.89 19.17 2.16  -0.152
O 35.75 17.74 2.32  -0.237
C 34.78 17.42 3.27  -0.109
N 37.92 18.74 0.80  0.026
H 36.46 19.32 -1.29  0.076
H 35.03 19.69 -0.47  0.065
H 35.66 17.99 -0.24  0.069
H 36.95 20.56 0.87  0.124
H 34.95 19.71 2.12  0.102
H 36.46 19.49 3.04  0.121
H 34.88 16.38 3.59  0.081
H 33.79 17.62 2.87  0.063
H 35.01 18.07 4.11  0.090
H 38.16 18.38 -0.12  0.065
H 37.93 18.03 1.52  0.064
C 29.04 22.11 -1.99  -0.049
C 28.44 20.83 -1.44  -0.369
C 28.66 19.64 -2.43  -0.206
O 28.11 18.38 -2.19  -0.195
C 26.64 18.36 -2.17  -0.055
N 29.07 20.51 -0.17  0.031
H 28.83 23.00 -1.40  0.073
H 28.71 22.28 -3.01  0.084
H 30.12 22.02 -2.05  0.073
H 27.40 21.00 -1.16  0.135
H 29.71 19.46 -2.61  0.113
H 28.30 19.98 -3.40  0.119
H 26.19 18.87 -1.32  0.078
H 26.22 17.35 -2.16  0.077
H 26.19 18.69 -3.11  0.085
H 28.64 19.72 0.30  0.056
H 28.87 21.37 0.33  0.048
C 23.42 14.99 1.67  -1.078
Cl 22.63 16.30 2.63  0.524
Cl 23.74 15.23 0.01  0.593
H 24.34 14.80 2.21  -0.010
H 22.85 14.07 1.81  0.032

The net charge is 0. The value obtained for the gap between HOMO and LUMO is 0.2488 Ha. The value obtained for the LUMO energy is 0.2 eV. The value obtained for the energy is -25467.195833 hartree.

***

(2)
A cluster of 9 separate species, C46H113N8O9 in total, computed with ωB97M-V with the def2-TZVPD basis set.

Last column: Löwdin charge in e.
Positions of all 176 atoms, in Å:
C -6.37 -8.62 -0.71  0.057
C -7.07 -7.65 -0.84  -0.183
C -7.87 -6.43 -0.98  -0.278
C -8.78 -6.39 -2.22  -0.308
C -8.06 -5.67 -3.37  -0.262
C -6.65 -6.18 -3.70  -0.208
C -5.74 -5.09 -4.30  -0.213
C -5.30 -4.08 -3.25  -0.189
C -4.10 -4.57 -2.44  -0.239
O -3.36 -3.54 -1.81  -0.202
C -4.03 -2.97 -0.71  -0.109
C -10.05 -5.61 -1.85  -0.429
C -9.81 -4.28 -1.11  -0.097
C -10.91 -5.33 -3.08  -0.260
C -12.38 -5.01 -2.77  -0.120
H -5.84 -9.53 -0.59  -0.008
H -8.48 -6.37 -0.07  0.097
H -7.14 -5.59 -0.92  0.099
H -8.02 -4.57 -3.23  0.088
H -8.65 -5.81 -4.29  0.088
H -6.73 -6.99 -4.43  0.105
H -6.15 -6.57 -2.82  0.075
H -4.85 -5.56 -4.73  0.094
H -6.27 -4.59 -5.11  0.104
H -6.12 -3.91 -2.55  0.094
H -5.05 -3.10 -3.67  0.113
H -3.41 -5.11 -3.09  0.098
H -4.46 -5.28 -1.68  0.121
H -4.58 -2.07 -1.01  0.081
H -3.28 -2.66 0.02  0.079
H -4.73 -3.67 -0.25  0.090
H -10.65 -6.25 -1.19  0.116
H -9.41 -4.43 -0.10  0.055
H -9.14 -3.63 -1.67  0.062
H -10.75 -3.72 -0.98  0.054
H -10.47 -4.49 -3.63  0.097
H -10.85 -6.19 -3.76  0.095
H -12.70 -4.08 -3.24  0.055
H -12.53 -4.89 -1.69  0.054
H -13.05 -5.79 -3.13  0.055
C -2.89 3.20 -0.45  -0.054
C -2.10 1.93 -0.15  -0.417
C -2.87 0.63 -0.38  -0.204
O -3.82 0.32 0.62  -0.206
C -5.08 0.94 0.48  -0.112
N -1.56 2.02 1.21  0.071
H -3.62 3.41 0.33  0.070
H -2.20 4.04 -0.50  0.054
H -3.42 3.13 -1.40  0.081
H -1.25 1.91 -0.84  0.122
H -2.16 -0.20 -0.37  0.121
H -3.35 0.62 -1.37  0.125
H -5.35 1.04 -0.58  0.093
H -5.12 1.92 0.95  0.068
H -5.81 0.30 0.97  0.091
H -0.93 1.24 1.37  0.075
H -2.33 1.88 1.86  0.026
C 3.21 4.98 -2.79  -0.059
C 2.95 4.00 -1.66  -0.433
C 2.08 2.80 -2.04  -0.200
O 0.70 3.08 -2.15  -0.202
C 0.26 3.59 -3.39  -0.100
N 2.40 4.73 -0.51  0.050
H 2.34 5.60 -3.00  0.067
H 4.03 5.65 -2.52  0.073
H 3.49 4.45 -3.71  0.079
H 3.91 3.58 -1.35  0.111
H 2.16 2.06 -1.24  0.109
H 2.44 2.32 -2.96  0.124
H 0.83 3.16 -4.22  0.090
H 0.34 4.68 -3.43  0.078
H -0.79 3.32 -3.50  0.085
H 2.31 4.08 0.28  0.070
H 1.44 4.99 -0.72  0.063
C 7.77 4.33 2.37  -0.067
C 6.60 4.92 1.60  -0.428
C 5.81 3.87 0.81  -0.205
O 6.44 3.42 -0.37  -0.192
C 7.35 2.36 -0.19  -0.103
N 7.08 6.02 0.76  0.041
H 8.60 4.09 1.71  0.047
H 8.15 5.05 3.10  0.076
H 7.49 3.42 2.90  0.081
H 5.90 5.35 2.32  0.137
H 4.87 4.33 0.49  0.098
H 5.55 3.02 1.45  0.112
H 7.00 1.70 0.61  0.070
H 8.37 2.70 0.05  0.069
H 7.39 1.80 -1.13  0.090
H 6.29 6.49 0.33  0.070
H 7.59 5.61 -0.02  0.067
C 13.47 2.93 0.44  -0.070
C 12.68 3.95 1.25  -0.436
C 12.05 3.37 2.53  -0.207
O 10.89 2.59 2.30  -0.203
C 11.11 1.24 1.95  -0.105
N 11.70 4.60 0.38  0.045
H 12.80 2.26 -0.11  0.064
H 14.09 3.44 -0.29  0.075
H 14.11 2.32 1.07  0.077
H 13.38 4.72 1.59  0.134
H 11.71 4.20 3.15  0.122
H 12.78 2.80 3.11  0.119
H 11.99 0.83 2.46  0.090
H 11.24 1.10 0.87  0.075
H 10.23 0.67 2.27  0.086
H 11.26 5.37 0.88  0.073
H 10.96 3.94 0.19  0.059
C 0.76 6.90 2.25  -0.069
C -0.73 6.98 1.95  -0.431
C -1.63 6.52 3.11  -0.209
O -1.73 5.12 3.22  -0.208
C -0.72 4.46 3.97  -0.099
N -1.02 6.22 0.73  0.045
H 1.12 5.87 2.22  0.056
H 1.32 7.44 1.48  0.074
H 1.01 7.32 3.22  0.076
H -0.97 8.03 1.76  0.132
H -2.65 6.85 2.89  0.120
H -1.33 6.98 4.06  0.119
H -0.44 5.04 4.86  0.092
H 0.17 4.26 3.37  0.075
H -1.15 3.52 4.30  0.055
H -2.00 6.35 0.49  0.067
H -0.96 5.23 0.98  0.053
C -1.15 -6.85 -3.91  -0.071
C -0.43 -6.10 -2.79  -0.431
C 0.59 -5.07 -3.29  -0.203
O 1.81 -5.62 -3.78  -0.193
C 1.78 -6.05 -5.12  -0.115
N 0.16 -7.08 -1.87  0.042
H -0.51 -7.61 -4.37  0.063
H -2.03 -7.35 -3.51  0.080
H -1.48 -6.16 -4.69  0.078
H -1.18 -5.54 -2.24  0.126
H 0.87 -4.44 -2.45  0.118
H 0.14 -4.42 -4.05  0.120
H 1.14 -5.41 -5.73  0.089
H 1.43 -7.08 -5.21  0.074
H 2.80 -6.00 -5.50  0.083
H 0.53 -6.60 -1.06  0.068
H 0.97 -7.49 -2.32  0.066
C -3.69 2.03 3.88  -0.059
C -2.90 1.04 4.74  -0.419
C -3.69 -0.21 5.12  -0.201
O -4.66 -0.01 6.13  -0.187
C -5.91 0.48 5.69  -0.106
N -2.36 1.75 5.91  0.044
H -4.42 2.58 4.47  0.076
H -3.02 2.77 3.43  0.048
H -4.22 1.51 3.07  0.065
H -2.04 0.70 4.15  0.134
H -2.99 -0.95 5.52  0.123
H -4.16 -0.65 4.23  0.123
H -6.17 0.07 4.71  0.090
H -5.93 1.57 5.64  0.073
H -6.66 0.15 6.41  0.086
H -1.74 1.13 6.43  0.074
H -3.13 1.94 6.54  0.073
C 3.97 -0.03 0.06  -0.061
C 5.12 -0.62 0.87  -0.437
C 5.06 -2.15 1.02  -0.209
O 4.11 -2.61 1.95  -0.187
C 2.79 -2.75 1.46  -0.100
N 5.20 0.07 2.16  0.046
H 3.05 -0.01 0.64  0.068
H 4.21 1.00 -0.22  0.061
H 3.79 -0.60 -0.85  0.086
H 6.05 -0.40 0.33  0.121
H 6.03 -2.49 1.40  0.122
H 4.90 -2.63 0.04  0.122
H 2.79 -3.07 0.41  0.089
H 2.22 -1.82 1.54  0.074
H 2.29 -3.51 2.06  0.089
H 6.03 -0.23 2.66  0.074
H 4.42 -0.25 2.73  0.073

The net charge is -1. The value obtained for the gap between HOMO and LUMO is 0.1089 Ha. The value obtained for the LUMO energy is 1.4 eV. The value obtained for the energy relative to the best compared isomer or geometry (same formula, charge and spin) is 0.00 kJ/mol. The value obtained for the energy is -2935.369503 hartree.